1.
Below is the ion C11H8N4O2S with charge +2 at a distorted geometry, with properties calculated with ωB97M-V/def2-TZVPD.

Output
* strongest force on any atom: 8.52 eV/A
* total charge: +2
* Kohn-Sham gap: 6.94 eV
* molecular weight: 260.28 g mol⁻¹

Geometry as XYZ:
```
26
C11H8N4O2S, DFT ωB97M-V/def2-TZVPD
O 4.69 -3.09 0.58
N 5.15 -2.54 -0.43
O 5.26 -1.23 -0.15
N 3.97 -0.78 -0.13
C 3.41 -0.14 1.14
C 1.83 0.37 1.21
C 0.93 0.16 -0.14
C -0.67 0.58 -0.18
C -1.51 0.35 1.21
C -3.12 0.69 1.26
N -3.78 1.23 0.01
N -5.17 1.48 0.05
C -5.78 0.29 0.48
S -6.21 -1.02 1.53
C -3.08 1.52 -1.30
C -1.46 1.21 -1.48
C 1.57 -0.52 -1.51
C 3.16 -0.98 -1.41
H 4.03 0.00 2.15
H 1.34 0.84 2.18
H -0.97 -0.07 2.17
H -3.67 0.49 2.30
H -3.65 1.96 -2.23
H -0.87 1.42 -2.48
H 0.97 -0.71 -2.50
H 3.63 -1.50 -2.35
```

2.
Below is a cluster of 6 separate species, C24H36N4O4S2 in total at a distorted geometry, with properties calculated with ωB97M-V/def2-TZVPD.

Output
* SMILES: O=S1(=O)CCCC1.O=S1(=O)CCCC1.c1cc[nH]c1.c1cc[nH]c1.c1cc[nH]c1.c1cc[nH]c1
* strongest force on any atom: 1.95 eV/A
* total charge: 0
* Kohn-Sham gap: 8.63 eV
* molecular weight: 508.71 g mol⁻¹

Geometry as XYZ:
```
70
C24H36N4O4S2, DFT ωB97M-V/def2-TZVPD
C -1.22 1.35 1.00
C 0.00 1.66 1.88
C 0.93 0.44 1.73
S 0.99 0.23 -0.04
O 1.33 -1.13 -0.38
O 1.76 1.31 -0.62
C -0.75 0.65 -0.30
H -1.61 2.31 0.67
H -2.05 0.88 1.52
H -0.29 1.72 2.93
H 0.50 2.58 1.59
H 0.42 -0.41 2.19
H 1.95 0.47 2.10
H -1.33 -0.27 -0.43
H -0.85 1.27 -1.18
C 4.51 -0.01 -3.41
C 3.51 -1.13 -3.05
C 3.79 -2.37 -3.87
S 5.60 -2.37 -4.11
O 5.91 -2.51 -5.51
O 6.23 -3.27 -3.15
C 5.86 -0.68 -3.51
H 4.49 0.75 -2.63
H 4.21 0.49 -4.33
H 2.48 -0.81 -3.20
H 3.50 -1.29 -1.97
H 3.43 -2.25 -4.89
H 3.53 -3.34 -3.46
H 6.62 -0.17 -4.09
H 6.26 -0.87 -2.52
N -4.61 0.90 -1.83
C -5.96 0.81 -1.67
C -6.44 2.09 -1.50
C -5.34 2.96 -1.61
C -4.20 2.21 -1.80
H -4.03 0.10 -1.99
H -6.50 -0.11 -1.83
H -7.45 2.45 -1.40
H -5.34 4.02 -1.44
H -3.17 2.50 -1.82
N 3.06 0.00 7.01
C 2.46 -1.01 6.31
C 1.97 -0.49 5.14
C 2.27 0.89 5.16
C 2.98 1.17 6.29
H 3.51 -0.09 7.90
H 2.48 -2.02 6.68
H 1.46 -1.01 4.35
H 2.05 1.59 4.37
H 3.50 2.08 6.57
N 0.88 -4.09 -3.37
C 1.18 -3.80 -2.06
C 0.05 -4.04 -1.32
C -0.96 -4.52 -2.19
C -0.44 -4.47 -3.46
H 1.54 -4.19 -4.11
H 2.19 -3.58 -1.75
H 0.07 -4.04 -0.24
H -1.96 -4.85 -2.00
H -0.75 -4.96 -4.37
N -5.29 3.17 1.59
C -5.07 2.05 2.34
C -3.92 2.25 3.06
C -3.45 3.56 2.73
C -4.34 4.10 1.84
H -6.00 3.24 0.88
H -5.79 1.25 2.23
H -3.43 1.62 3.78
H -2.58 4.01 3.19
H -4.33 5.05 1.33
```

3.
Below is the molecule C7H10, with properties calculated with ωB97M-V/def2-TZVPD.

Output
* SMILES: C[C@@H]1[C@@H]2C=CC[C@H]12
* strongest force on any atom: 0.70 eV/A
* total charge: 0
* Kohn-Sham gap: 9.95 eV
* molecular weight: 94.16 g mol⁻¹

Geometry as XYZ:
```
17
C7H10, DFT ωB97M-V/def2-TZVPD
C 0.84 -1.70 -0.66
C 0.31 -0.36 -1.14
C -0.86 0.50 -0.65
C -1.48 0.54 0.77
C -0.26 0.60 1.65
C 0.84 0.89 0.95
C 0.59 0.97 -0.52
H 0.32 -2.45 -1.26
H 1.92 -1.85 -0.79
H 0.64 -1.93 0.39
H 0.27 -0.29 -2.24
H -1.52 0.84 -1.44
H -2.13 -0.27 1.13
H -2.09 1.45 0.86
H -0.32 0.32 2.70
H 1.82 1.00 1.38
H 1.12 1.73 -1.13
```

4.
Below is a cluster of 5 separate species, C33H28BFN6O12S in total at a distorted geometry, with properties calculated with ωB97M-V/def2-TZVPD.

Output
* SMILES: O=S(=O)(F)c1ccc(CB(O)O)c2nccnc12.O=[N+]([O-])c1ccccc1.O=[N+]([O-])c1ccccc1.O=[N+]([O-])c1ccccc1.O=[N+]([O-])c1ccccc1
* strongest force on any atom: 3.10 eV/A
* total charge: 0
* Kohn-Sham gap: 8.66 eV
* molecular weight: 762.49 g mol⁻¹

Geometry as XYZ:
```
82
C33H28BFN6O12S, DFT ωB97M-V/def2-TZVPD
O 0.91 2.85 -2.82
S 0.52 4.22 -2.89
O 0.72 4.91 -1.66
F 1.36 4.87 -4.02
C -1.18 4.30 -3.37
C -1.72 3.13 -3.82
C -3.08 3.10 -4.21
C -3.85 4.24 -4.12
C -5.30 4.16 -4.49
B -6.27 4.42 -3.27
O -5.74 4.67 -2.01
O -7.63 4.42 -3.44
C -3.28 5.45 -3.64
N -4.07 6.56 -3.58
C -3.48 7.63 -3.12
C -2.13 7.65 -2.72
N -1.33 6.63 -2.79
C -1.92 5.51 -3.26
H -1.15 2.22 -3.88
H -3.51 2.17 -4.55
H -5.54 4.81 -5.34
H -5.51 3.15 -4.83
H -6.07 5.51 -1.67
H -8.03 4.67 -2.60
H -4.08 8.53 -3.02
H -1.73 8.58 -2.34
C 1.54 2.75 0.55
C 2.72 2.19 0.09
C 3.21 1.03 0.67
C 2.50 0.44 1.70
C 1.32 0.99 2.17
C 0.84 2.15 1.59
N 2.99 -0.80 2.30
O 4.04 -1.26 1.88
O 2.33 -1.32 3.18
H 1.16 3.65 0.07
H 3.26 2.65 -0.72
H 4.14 0.59 0.32
H 0.77 0.52 2.98
H -0.08 2.59 1.94
C -4.60 -4.11 -3.35
C -5.48 -3.04 -3.21
C -5.17 -1.81 -3.76
C -3.98 -1.66 -4.44
C -3.08 -2.71 -4.59
C -3.40 -3.94 -4.04
N -3.65 -0.36 -5.04
O -4.44 0.56 -4.87
O -2.61 -0.26 -5.66
H -4.84 -5.07 -2.93
H -6.41 -3.18 -2.68
H -5.85 -0.98 -3.65
H -2.16 -2.58 -5.12
H -2.72 -4.77 -4.15
C 3.34 -4.75 2.82
C 3.37 -6.14 2.88
C 2.53 -6.88 2.06
C 1.69 -6.22 1.19
C 1.64 -4.84 1.13
C 2.48 -4.10 1.95
N 0.81 -7.00 0.31
O 0.86 -8.21 0.40
O 0.10 -6.40 -0.47
H 4.00 -4.17 3.46
H 4.04 -6.64 3.56
H 2.55 -7.96 2.11
H 0.97 -4.34 0.44
H 2.46 -3.02 1.92
C 6.18 -0.79 6.08
C 5.24 -1.75 5.71
C 4.88 -2.74 6.61
C 5.47 -2.77 7.86
C 6.42 -1.83 8.23
C 6.77 -0.84 7.34
N 5.08 -3.81 8.81
O 4.26 -4.63 8.45
O 5.59 -3.79 9.91
H 6.46 -0.01 5.38
H 4.78 -1.71 4.73
H 4.15 -3.49 6.33
H 6.87 -1.87 9.21
H 7.51 -0.10 7.62
```